Model one:
C2H5N3O | ωB97M-V/def2-TZVPD

Results
- SMILES: [H]/N=C\NNC=O

The geometry in ORCA input format:
```
! RIJCOSX wB97M-V def2-TZVPD def2/J DEFGRID3
* xyz 0 1
H 2.39 -1.68 -0.66
N 1.58 -2.17 -0.23
C 0.53 -1.52 0.03
N 0.36 -0.12 -0.02
N -0.86 0.50 0.30
C -0.99 1.78 -0.01
O -0.15 2.34 -0.73
H -0.34 -1.98 0.58
H 0.90 0.56 -0.55
H -1.55 -0.02 0.80
H -1.87 2.30 0.49
*
```

---

Model two:
C2H5N3O | ωB97M-V/def2-TZVPD

Results
- SMILES: [H]/N=C/N(O)/C=N/[H]

The geometry in ORCA input format:
```
! RIJCOSX wB97M-V def2-TZVPD def2/J DEFGRID3
* xyz 0 1
H 3.07 -0.86 -0.26
N 2.16 -0.29 -0.53
C 1.15 -0.95 0.06
N -0.17 -0.39 -0.10
O -0.98 -1.19 0.76
C -0.62 0.96 -0.34
N -1.79 1.20 -0.09
H -2.13 2.35 0.01
H 1.15 -1.87 0.58
H -1.77 -0.63 0.69
H -0.07 1.66 -0.77
*
```

---

Name the most stable of them. model one.

---

Model one:
C2H5N3O | ωB97M-V/def2-TZVPD

The geometry in ORCA input format:
```
! RIJCOSX wB97M-V def2-TZVPD def2/J DEFGRID3
* xyz 0 1
C -0.44 0.38 -0.25
C 1.00 0.42 0.01
H -2.91 0.61 -0.21
H -2.96 -1.10 0.61
H -0.84 1.33 -0.68
H 1.37 1.37 0.99
H 3.51 -1.10 -0.27
N -2.52 -0.40 -0.08
N -1.17 -0.65 0.17
N 1.83 -0.57 -0.51
O 3.13 -0.29 0.21
*
```

---

Model two:
C2H5N3O | ωB97M-V/def2-TZVPD

Results
- SMILES: [H]/N=C\N(O)/C=N\[H]

The geometry in ORCA input format:
```
! RIJCOSX wB97M-V def2-TZVPD def2/J DEFGRID3
* xyz 0 1
H 0.89 -2.00 -1.20
N 1.57 -1.51 -0.62
C 1.04 -0.52 -0.02
N -0.29 -0.10 -0.09
O -1.06 -0.69 -1.07
C -0.75 1.15 0.33
N -0.29 1.91 1.23
H 0.56 1.52 1.67
H 1.64 0.12 0.63
H -1.67 -1.31 -0.62
H -1.65 1.43 -0.24
*
```

---

Model three:
C2H5N3O | ωB97M-V/def2-TZVPD

Results
- SMILES: [H]/N=N/N=C/CO

The geometry in ORCA input format:
```
! RIJCOSX wB97M-V def2-TZVPD def2/J DEFGRID3
* xyz 0 1
H 3.64 -0.39 -0.58
N 2.90 -0.53 0.12
N 1.89 -0.02 -0.41
N 0.80 0.22 0.06
C -0.28 0.85 0.20
C -1.54 0.11 -0.14
O -1.50 -1.35 0.02
H -0.34 1.87 0.55
H -2.35 0.67 0.32
H -1.74 0.20 -1.19
H -1.50 -1.64 1.05
*
```

---

Name the most stable of them. model two.

---

Model one:
C2H5N3O | ωB97M-V/def2-TZVPD

The geometry in ORCA input format:
```
! RIJCOSX wB97M-V def2-TZVPD def2/J DEFGRID3
* xyz 0 1
N 0.95 -1.66 -1.01
C 0.54 -0.35 -1.01
O 0.77 0.43 -1.90
N -0.12 -0.01 0.19
C -0.64 1.22 0.27
N -1.02 1.58 1.51
H 1.27 -1.97 -1.92
H 0.39 -2.32 -0.50
H 0.02 -0.62 1.00
H -0.71 2.54 1.50
H -0.81 1.02 2.35
*
```

---

Model two:
C2H5N3O | ωB97M-V/def2-TZVPD

The geometry in ORCA input format:
```
! RIJCOSX wB97M-V def2-TZVPD def2/J DEFGRID3
* xyz 0 1
C -0.97 0.15 0.82
C 0.38 0.81 1.30
N -0.92 -0.63 -0.14
N 0.00 -1.19 -0.77
N 0.26 -0.92 -2.04
O 1.40 0.47 0.60
H -1.89 0.35 1.34
H 0.12 1.90 1.29
H 0.39 0.47 2.37
H 0.18 0.04 -2.36
H 1.04 -1.45 -2.39
*
```

---

Name the most stable of them. model one.

---

Model one:
C4H6OS2 | ωB97M-V/def2-TZVPD

Results
- Expectation value of S²: 2.02

The geometry in ORCA input format:
```
! RIJCOSX wB97M-V def2-TZVPD def2/J DEFGRID3
* xyz 0 3
C -0.21 1.23 0.22
C 1.55 -0.18 -0.05
C -0.75 0.92 1.49
C -0.06 -1.39 -1.34
O 1.29 -1.24 -0.82
S -0.63 2.18 -0.95
S 2.83 0.28 0.84
H 0.01 0.32 1.98
H -1.67 0.32 1.21
H -1.00 1.90 2.07
H -0.31 -0.56 -2.12
H -0.96 -1.39 -0.63
H -0.08 -2.37 -1.89
*
```

---

Model two:
C4H6OS2 | ωB97M-V/def2-TZVPD

Results
- Expectation value of S²: 2.01

The geometry in ORCA input format:
```
! RIJCOSX wB97M-V def2-TZVPD def2/J DEFGRID3
* xyz 0 3
C -1.02 -1.24 -0.32
C -0.55 1.20 -1.18
C -0.88 0.09 -0.42
C 2.01 0.23 1.08
O -1.33 -1.98 0.70
S -0.63 1.49 0.57
S 2.47 -0.41 -0.37
H -1.30 -1.64 -1.27
H 0.49 1.30 -1.51
H -1.25 1.75 -1.72
H 1.48 -0.52 1.60
H 2.19 1.26 1.24
H -1.67 -1.53 1.58
*
```

---

Name the most stable of them. model two.

---

Model one:
C5H6N2O | ωB97M-V/def2-TZVPD

Results
- SMILES: [H]/N=c1\[nH]c(=C)oc1=C

The geometry in ORCA input format:
```
! RIJCOSX wB97M-V def2-TZVPD def2/J DEFGRID3
* xyz 0 1
H -1.88 -2.31 0.01
N -2.03 -1.31 -0.07
C -0.89 -0.72 0.12
N 0.39 -1.14 -0.06
C 1.28 -0.06 -0.06
C 2.62 0.04 0.03
O 0.55 1.07 -0.10
C -0.75 0.78 0.12
C -1.79 1.59 -0.01
H 0.61 -2.05 -0.16
H 3.32 -0.74 0.28
H 3.08 1.09 -0.03
H -2.78 1.13 0.10
H -1.72 2.64 -0.19
*
```

---

Model two:
C5H6N2O | ωB97M-V/def2-TZVPD

The geometry in ORCA input format:
```
! RIJCOSX wB97M-V def2-TZVPD def2/J DEFGRID3
* xyz 0 1
C -1.17 -0.64 -0.38
C -1.63 0.78 -0.44
C -0.29 1.08 0.20
C 1.21 -1.02 0.67
C 2.24 -0.47 -0.36
H -1.85 1.06 -1.50
H -2.47 0.91 0.13
H -0.32 1.69 1.08
H 0.49 1.50 -0.40
H 0.90 -2.13 0.56
H 1.48 -0.98 1.72
N -0.08 -0.30 0.54
N 2.98 0.19 -1.05
O -1.48 -1.67 -0.78
*
```

---

Model three:
C5H6N2O | ωB97M-V/def2-TZVPD

Results
- SMILES: O=CC1=NC=CCN1

The geometry in ORCA input format:
```
! RIJCOSX wB97M-V def2-TZVPD def2/J DEFGRID3
* xyz 0 1
O 2.53 -1.84 0.02
C 2.34 -0.68 -0.22
C 0.98 -0.05 -0.21
N 0.86 1.21 -0.34
C -0.47 1.72 -0.23
C -1.51 0.92 0.11
C -1.39 -0.56 0.28
N 0.00 -0.97 0.03
H 3.18 0.01 -0.47
H -0.61 2.80 -0.42
H -2.48 1.37 0.32
H -2.04 -1.17 -0.40
H -1.70 -0.87 1.31
H 0.32 -1.89 0.22
*
```

---

Name the most stable of them. model three.

---

Model one:
C5H6N2O | ωB97M-V/def2-TZVPD

Results
- SMILES: O=C1NC=CC=CN1

The geometry in ORCA input format:
```
! RIJCOSX wB97M-V def2-TZVPD def2/J DEFGRID3
* xyz 0 1
O 2.42 -0.16 -0.37
C 1.23 0.00 0.05
N 0.75 1.27 0.61
C -0.70 1.61 -0.20
C -1.78 0.71 -0.21
C -1.89 -0.70 0.12
C -0.81 -1.54 -0.05
N 0.55 -1.20 0.10
H 1.37 2.03 0.35
H -0.98 2.71 -0.44
H -2.64 1.31 -0.67
H -3.01 -1.24 0.38
H -0.68 -2.61 0.15
H 1.18 -1.88 -0.04
*
```

---

Model two:
C5H6N2O | ωB97M-V/def2-TZVPD

Results
- SMILES: C1=CC2=NCCN2O1

The geometry in ORCA input format:
```
! RIJCOSX wB97M-V def2-TZVPD def2/J DEFGRID3
* xyz 0 1
C 1.91 0.06 0.15
C 1.26 1.24 0.25
C -0.10 0.80 -0.28
N -1.31 1.25 -0.01
C -2.03 -0.02 0.01
C -0.85 -1.05 0.44
N 0.09 -0.56 -0.55
O 1.21 -1.17 -0.17
H 2.90 -0.06 0.29
H 1.52 2.25 0.17
H -2.79 -0.23 0.75
H -2.30 -0.44 -1.14
H -0.59 -1.04 1.42
H -1.05 -2.13 0.29
*
```

---

Name the most stable of them. model one.

---

Model one:
C4H11NO3 | ωB97M-V/def2-TZVPD

Results
- SMILES: CC(O)(O)[C@@](C)(N)O

The geometry in ORCA input format:
```
! RIJCOSX wB97M-V def2-TZVPD def2/J DEFGRID3
* xyz 0 1
C -0.06 1.60 1.40
C 0.52 0.40 0.65
O 0.94 -0.53 1.64
O 1.72 0.88 -0.02
C -0.49 -0.26 -0.38
C 0.16 -0.31 -1.84
N -0.89 -1.61 -0.03
O -1.69 0.48 -0.49
H -0.94 1.31 1.99
H 0.68 2.02 2.09
H -0.34 2.40 0.71
H 1.17 -1.35 1.17
H 2.17 0.16 -0.48
H 0.51 0.65 -2.23
H -0.62 -0.62 -2.55
H 0.96 -1.05 -1.87
H -0.16 -2.32 0.01
H -1.28 -1.64 0.91
H -2.36 -0.20 -0.68
*
```

---

Model two:
C4H11NO3 | ωB97M-V/def2-TZVPD

Results
- SMILES: O=CCCNCO.O

The geometry in ORCA input format:
```
! RIJCOSX wB97M-V def2-TZVPD def2/J DEFGRID3
* xyz 0 1
O 2.12 -2.00 -0.78
C 2.67 -0.93 -0.71
C 2.09 0.34 0.01
C 0.53 0.21 0.01
N -0.11 1.49 -0.09
C -1.55 1.39 -0.19
O -2.03 0.84 -1.43
H 3.68 -0.73 -1.17
H 2.45 1.15 -0.60
H 2.44 0.45 1.03
H 0.22 -0.25 0.94
H 0.31 -0.56 -0.72
H 0.17 2.18 -0.76
H -2.04 2.36 -0.04
H -2.05 0.75 0.54
H -2.19 1.55 -2.05
O -2.45 -1.33 2.68
H -2.51 -2.24 3.00
H -2.89 -1.25 1.83
*
```

---

Name the most stable of them. model one.

---

Model one:
C4H11NO3 | ωB97M-V/def2-TZVPD

Results
- SMILES: C[C@@H](O)[C@](C)(O)NO

The geometry in ORCA input format:
```
! RIJCOSX wB97M-V def2-TZVPD def2/J DEFGRID3
* xyz 0 1
C 1.24 0.27 -1.72
C 1.02 -0.45 -0.19
O 1.93 -0.08 0.76
C -0.34 0.08 -0.01
C -1.46 -0.36 -0.92
O -0.37 1.44 0.21
N -0.66 -0.75 1.59
O -0.72 0.40 2.53
H 0.85 1.28 -1.86
H 0.86 -0.39 -2.49
H 2.32 0.34 -1.76
H 1.05 -1.53 -0.36
H 1.55 0.64 1.32
H -2.39 -0.31 -0.35
H -1.31 -1.38 -1.28
H -1.58 0.32 -1.76
H -0.72 1.60 1.12
H 0.13 -1.25 2.00
H -1.40 0.13 3.17
*
```

---

Model two:
C4H11NO3 | ωB97M-V/def2-TZVPD

The geometry in ORCA input format:
```
! RIJCOSX wB97M-V def2-TZVPD def2/J DEFGRID3
* xyz 0 1
C -0.46 -1.51 1.31
C 2.80 -0.24 -0.64
C -2.49 0.72 -0.64
C 0.92 1.09 -0.11
N -0.89 -1.00 0.01
O 0.07 1.76 0.63
O 1.89 0.29 0.33
O -1.81 0.15 0.41
H -1.38 -1.87 1.89
H 0.15 -2.36 1.08
H 0.03 -0.70 1.78
H 3.55 0.35 -0.96
H 2.26 -0.61 -1.53
H 3.15 -1.14 0.01
H -1.82 1.11 -1.42
H -3.05 1.64 -0.42
H -3.04 -0.11 -1.24
H 0.90 1.28 -1.24
H -0.76 1.15 0.75
*
```

---

Model three:
C4H11NO3 | ωB97M-V/def2-TZVPD

Results
- SMILES: C[C@@H](N)CC(=O)O.O

The geometry in ORCA input format:
```
! RIJCOSX wB97M-V def2-TZVPD def2/J DEFGRID3
* xyz 0 1
C -1.11 -1.29 1.16
C -1.19 -1.01 -0.36
N -1.81 0.31 -0.48
C 0.21 -1.19 -1.13
C 0.83 0.20 -1.32
O 0.63 1.07 -2.09
O 1.58 0.22 -0.24
H -0.46 -0.64 1.73
H -2.17 -1.08 1.64
H -0.87 -2.26 1.44
H -1.85 -1.65 -0.96
H -1.49 0.86 0.40
H -1.59 0.81 -1.34
H 0.02 -1.75 -2.10
H 0.83 -1.64 -0.31
H 1.88 1.04 0.09
O 0.81 1.31 3.01
H 0.26 1.97 3.34
H 1.32 0.99 3.69
*
```

---

Model four:
C4H11NO3 | ωB97M-V/def2-TZVPD

Results
- SMILES: C=CO.NC=O.CO

The geometry in ORCA input format:
```
! RIJCOSX wB97M-V def2-TZVPD def2/J DEFGRID3
* xyz 0 1
C 0.76 1.02 -1.53
C 0.82 1.01 -0.21
O 2.02 1.23 0.44
H 1.64 1.14 -2.15
H -0.17 0.85 -2.04
H -0.23 0.87 0.46
H 1.85 1.38 1.37
N 1.74 -1.99 -0.47
C 0.83 -1.58 0.42
O -0.39 -1.84 0.31
H 2.69 -1.66 -0.38
H 1.42 -2.18 -1.41
H 1.25 -1.24 1.37
C -2.66 0.76 0.59
O -1.48 0.27 1.18
H -3.53 0.16 0.90
H -2.60 0.75 -0.50
H -2.81 1.79 0.92
H -1.16 -0.73 0.73
*
```

---

Name the most stable of them. model three.